Record 1
Here is a structure of composition C3H2Br2N2S in a non-equilibrium geometry from the Open Molecules 2025 dataset. Energies are from wB97M-V/def2-TZVPD.

The calculation puts the LUMO energy at -0.76 eV. The value obtained for the electronic energy is -157041.8363 eV. The calculation puts the highest occupied orbital energy at -8.804 eV. As for the gap between HOMO and LUMO: 8.05 eV.

```
! RIJCOSX wB97M-V def2-TZVPD def2/J DEFGRID3
* xyz 0 1
C 0.311 1.083 -0.537
C 1.402 0.580 0.059
C -1.714 -0.076 0.024
N -0.929 0.697 -0.442
N -2.596 -0.570 0.693
S 1.516 -0.881 1.124
Br 3.101 1.214 -0.202
Br 1.121 -2.519 -0.237
H 0.555 1.992 -1.198
H -2.766 -1.519 0.716
*
```


Record 2
Here is a structure of composition C3H2Br2NO2 in a non-equilibrium geometry from the Open Molecules 2025 dataset. Energies are from wB97M-V/def2-TZVPD.

The calculation puts the LUMO energy at 2.96 eV. The value obtained for the electronic energy is -148813.7806 eV. The calculation puts the highest occupied orbital energy at -4.292 eV. As for the gap between HOMO and LUMO: 7.26 eV.

```
! RIJCOSX wB97M-V def2-TZVPD def2/J DEFGRID3
* xyz -1 1
C -0.467 0.003 -0.454
C -1.528 -0.682 0.410
C 1.078 0.036 0.528
N -0.634 0.618 -1.500
O -1.828 0.138 1.257
O -1.771 -1.826 0.071
Br 2.197 -1.462 0.042
Br 2.130 1.698 0.073
H 0.781 0.154 1.525
H 0.041 1.322 -1.954
*
```


Record 3
Here is an isolated molecule of C3H2Br2P2 in a non-equilibrium geometry from the Open Molecules 2025 dataset. Energies are from wB97M-V/def2-TZVPD.

The calculation puts the LUMO energy at -0.73 eV. The value obtained for the electronic energy is -161803.9581 eV. The calculation puts the highest occupied orbital energy at -8.766 eV. As for the gap between HOMO and LUMO: 8.04 eV.

```
! RIJCOSX wB97M-V def2-TZVPD def2/J DEFGRID3
* xyz 0 1
C 0.897 -0.757 -0.250
C -0.469 -0.673 -0.055
C -1.072 0.605 -0.001
P -0.096 1.992 -0.057
P 1.668 0.901 -0.533
Br -1.500 -2.209 -0.013
Br -2.889 0.733 0.280
H 1.616 -1.539 -0.122
H 1.844 0.947 0.751
*
```


Record 4
Here is a cluster of 2 separate species, C3H2Br2P2 in total in a non-equilibrium geometry from the Open Molecules 2025 dataset. Energies are from wB97M-V/def2-TZVPD.

The calculation puts the LUMO energy at -0.51 eV. The value obtained for the electronic energy is -161801.6380 eV. The calculation puts the highest occupied orbital energy at -9.313 eV. As for the gap between HOMO and LUMO: 8.80 eV.

```
! RIJCOSX wB97M-V def2-TZVPD def2/J DEFGRID3
* xyz 0 1
C -0.919 2.801 -0.783
C -1.532 2.281 0.109
C 0.037 -2.172 0.023
P -0.970 -2.564 -1.104
P 1.451 -1.861 1.085
Br -2.113 1.471 1.653
Br 2.460 -0.408 -0.244
H -0.345 3.472 -1.418
H 1.931 -3.020 0.679
*
```


Record 5
Here is a structure of composition C3H2Br3N3 in a non-equilibrium geometry from the Open Molecules 2025 dataset. Energies are from wB97M-V/def2-TZVPD.

The calculation puts the LUMO energy (alpha / beta) at -0.37 / -2.73 eV. The value obtained for the electronic energy is -217734.7369 eV. The calculation puts the highest occupied orbital energy (alpha / beta) at -8.806 / -9.373 eV. As for the gap between HOMO and LUMO (alpha / beta): 8.44 / 6.65 eV. As for the expectation value of S²: 2.01.

```
! RIJCOSX wB97M-V def2-TZVPD def2/J DEFGRID3
* xyz 0 3
C -0.732 -1.744 1.460
C -1.502 0.174 0.856
C -3.394 1.857 1.769
N -0.340 -1.362 0.254
N -0.743 -0.234 -0.155
N -1.426 -0.695 1.897
Br -4.093 3.058 0.448
Br -2.627 2.785 3.270
Br -4.491 0.428 2.245
H -0.313 -2.513 2.158
H -2.156 -0.621 2.649
*
```


Record 6
Here is a structure of composition C3H2Br3O2 in a non-equilibrium geometry from the Open Molecules 2025 dataset. Energies are from wB97M-V/def2-TZVPD.

The calculation puts the LUMO energy at 2.66 eV. The value obtained for the electronic energy is -217367.1305 eV. The calculation puts the highest occupied orbital energy at -4.714 eV. As for the gap between HOMO and LUMO: 7.37 eV.

```
! RIJCOSX wB97M-V def2-TZVPD def2/J DEFGRID3
* xyz -1 1
C 0.461 -0.206 -1.805
C -0.128 -0.354 -0.138
C -0.786 -1.589 0.100
O 0.944 0.890 -1.923
O 0.274 -1.190 -2.468
Br 0.304 -3.143 -0.042
Br -1.505 -1.701 2.331
Br -2.419 -1.851 -0.848
H 0.785 -0.230 0.444
H -0.778 0.514 -0.030
*
```


Record 7
Here is a cluster of 2 separate species, C3H2BrClF2 in total in a non-equilibrium geometry from the Open Molecules 2025 dataset. Energies are from wB97M-V/def2-TZVPD.

The calculation puts the LUMO energy (alpha / beta) at -0.86 / -0.76 eV. The value obtained for the electronic energy is -91137.8231 eV. The calculation puts the highest occupied orbital energy (alpha / beta) at -8.849 / -9.146 eV. As for the gap between HOMO and LUMO (alpha / beta): 7.99 / 8.39 eV.

```
! RIJCOSX wB97M-V def2-TZVPD def2/J DEFGRID3
* xyz 0 1
C 1.351 0.277 0.422
C 1.610 0.596 -0.785
C -1.355 -0.480 0.243
F -2.421 0.008 0.886
F -1.090 -1.637 0.856
Cl -1.536 -0.517 -1.496
Br 0.784 1.487 -2.227
H 0.773 0.806 1.140
H 1.884 -0.542 0.961
*
```


Record 8
Here is a cluster of 2 separate species, C3H2BrClF2 in total in a non-equilibrium geometry from the Open Molecules 2025 dataset. Energies are from wB97M-V/def2-TZVPD.

The calculation puts the LUMO energy (alpha / beta) at -2.68 / -2.75 eV. The value obtained for the electronic energy is -91137.3921 eV. The calculation puts the highest occupied orbital energy (alpha / beta) at -10.895 / -10.539 eV. As for the gap between HOMO and LUMO (alpha / beta): 8.21 / 7.79 eV.

```
! RIJCOSX wB97M-V def2-TZVPD def2/J DEFGRID3
* xyz 0 1
C -0.690 0.626 -0.216
C -0.065 -0.319 0.726
C 0.740 0.114 -0.468
F 0.237 -0.440 1.994
F -1.193 -2.463 0.707
Cl 1.190 -0.827 -1.948
Br 2.204 1.262 0.020
H -1.593 0.370 -0.801
H -0.829 1.677 -0.015
*
```


Record 9
Here is a cluster of 2 separate species, C3H2BrClF2 in total in a non-equilibrium geometry from the Open Molecules 2025 dataset. Energies are from wB97M-V/def2-TZVPD.

The calculation puts the LUMO energy (alpha / beta) at -3.51 / -3.51 eV. The value obtained for the electronic energy is -91137.9743 eV. The calculation puts the highest occupied orbital energy (alpha / beta) at -9.118 / -9.117 eV. As for the gap between HOMO and LUMO (alpha / beta): 5.61 / 5.60 eV.

```
! RIJCOSX wB97M-V def2-TZVPD def2/J DEFGRID3
* xyz 0 1
C 0.815 0.114 0.541
C 0.205 0.142 -0.900
C -0.592 0.544 0.245
F 0.752 0.957 -1.839
F -0.083 -1.018 -1.456
Cl -1.576 -2.452 0.694
Br -1.995 1.535 0.979
H 1.117 -0.883 0.957
H 1.356 1.061 0.779
*
```


Record 10
Here is an isolated molecule of C3H2BrFN2 in a non-equilibrium geometry from the Open Molecules 2025 dataset. Energies are from wB97M-V/def2-TZVPD.

The calculation puts the LUMO energy (alpha / beta) at -0.99 / -0.99 eV. The value obtained for the electronic energy is -78877.4012 eV. The calculation puts the highest occupied orbital energy (alpha / beta) at -8.352 / -8.352 eV. As for the gap between HOMO and LUMO (alpha / beta): 7.36 / 7.36 eV.

```
! RIJCOSX wB97M-V def2-TZVPD def2/J DEFGRID3
* xyz 0 1
C 0.811 -0.999 0.197
C 1.486 0.142 0.517
C -0.794 1.166 -0.229
N -0.483 -1.157 0.043
N -1.245 -0.046 -0.127
F -1.745 2.099 -0.308
Br 2.871 1.029 -0.218
H 1.337 -1.945 0.318
H -2.238 -0.288 -0.193
*
```